a.
The following is a DFT calculation (wB97M-V/def2-TZVPD) of a 2-piece molecular cluster, C4H6FNO2 overall.

Each atom is followed by the atoms it is bonded to, with distances in Å.
Positions of all 14 atoms, in Å:
1 C -1.3455 0.0418 0.2099  C2 1.428, C3 1.397, H9 1.074
2 C -0.1820 0.3378 -0.5632  C1 1.428, C4 1.357, H10 1.146
3 C -2.3937 -0.8022 -0.1656  C1 1.397, O6 1.195, H11 1.080
4 C 0.9032 1.0533 -0.1748  C2 1.357, O7 1.360, H12 1.123
5 N 1.7246 -1.3524 0.4147  F8 1.413, H13 1.063
6 O -3.3892 -1.0674 0.4389  C3 1.195
7 O 1.2555 1.4986 1.0614  C4 1.360, H14 0.948
8 F 0.7182 -2.2035 -0.0950  N5 1.413
9 H -1.4018 0.4090 1.2179  C1 1.074
10 H -0.3040 0.0590 -1.6679  C2 1.146
11 H -2.1538 -1.4439 -1.0008  C3 1.080
12 H 1.6052 1.4511 -0.9557  C4 1.123
13 H 2.3841 -1.2892 -0.4172  N5 1.063
14 H 0.9944 0.9579 1.7952  O7 0.948

Results
**Frontier orbital gap (spin up / spin down)**: 8.257 / 7.347 eV



b.
The following is a DFT calculation (wB97M-V/def2-TZVPD) of the molecule C4H6FNO2.

Each atom is followed by the atoms it is bonded to, with distances in Å.
Positions of all 14 atoms, in Å:
1 C 1.3808 0.6858 -0.6899  C2 1.479, H5 1.087, H6 1.111, F14 1.368
2 C 1.0854 -0.6213 -0.0642  C1 1.479, C3 1.516, O12 1.224
3 C 0.0760 -0.6229 1.0666  C2 1.516, H7 1.062, H8 1.157, O13 1.419
4 C -2.8874 0.2284 -0.5014  H9 1.040, H10 1.144, N11 1.264
5 H 0.5411 0.9250 -1.3373  C1 1.087
6 H 2.2704 0.5777 -1.3468  C1 1.111
7 H -0.1850 -1.6078 1.3671  C3 1.062
8 H 0.6124 -0.0851 1.9397  C3 1.157
9 H -3.4281 -0.0198 -1.3545  C4 1.040
10 H -3.2044 0.9664 0.3136  C4 1.144
11 N -1.7478 -0.3119 -0.4188  C4 1.264, O13 1.447
12 O 1.5997 -1.6653 -0.4418  C2 1.224
13 O -1.0498 0.1806 0.7492  C3 1.419, N11 1.447
14 F 1.4779 1.6983 0.2249  C1 1.368

Results
**Frontier orbital gap**: 10.677 eV
**SMILES string**: C=NOCC(=O)CF



What are the relative energies? In hartree: a 0.1137; b 0.0000.



a.
The following is a DFT calculation (wB97M-V/def2-TZVPD) of the molecule C6H8F2.

Each atom is followed by the atoms it is bonded to, with distances in Å.
Positions of all 16 atoms, in Å:
1 F -1.2459 2.1210 -0.5820  C6 1.433
2 F 0.5419 2.2232 1.0425  C6 1.360
3 C 0.4663 -1.4117 -2.5108  C4 1.416, H9 1.217, H10 1.131
4 C -0.1595 -0.3860 -1.7624  C3 1.416, C7 1.535, H11 1.075
5 C 0.0070 -0.0600 2.3019  C8 1.511, H12 1.111, H13 1.080, H14 1.156
6 C -0.2113 1.4884 0.1814  F1 1.433, F2 1.360, C7 1.602, C8 1.589
7 C 0.3471 0.1032 -0.3986  C4 1.535, C6 1.602, C8 1.565, H15 1.172
8 C -0.5289 0.1063 0.8986  C5 1.511, C6 1.589, C7 1.565, H16 1.087
9 H 1.5517 -1.8547 -2.1825  C3 1.217
10 H 0.1053 -1.8625 -3.4831  C3 1.131
11 H -1.1274 -0.0325 -2.0701  C4 1.075
12 H -0.1398 -1.1106 2.6330  C5 1.111
13 H -0.6437 0.5489 2.9126  C5 1.080
14 H 1.0966 0.3084 2.4201  C5 1.156
15 H 1.4921 0.0528 -0.1555  C7 1.172
16 H -1.5516 -0.2343 0.7548  C8 1.087

Results
**Frontier orbital gap**: 10.500 eV
**SMILES string**: C=C[C@@H]1[C@@H](C)C1(F)F



b.
The following is a DFT calculation (wB97M-V/def2-TZVPD) of the molecule C6H8F2.

Each atom is followed by the atoms it is bonded to, with distances in Å.
Positions of all 16 atoms, in Å:
1 C -0.8764 -0.1521 -1.6984  C2 1.481, H7 1.162, H8 1.118, F15 1.369
2 C -0.0868 -0.0863 -0.4471  C1 1.481, C3 1.510, C4 1.349
3 C -0.0669 -1.3055 0.4432  C2 1.510, H9 1.092, H10 1.189, F16 1.278
4 C 0.3160 1.1965 -0.3436  C2 1.349, C5 1.565, H11 1.203
5 C 0.5804 1.9477 1.0032  C4 1.565, C6 1.311, H12 1.105
6 C 0.1188 1.6114 2.1830  C5 1.311, H13 1.176, H14 1.163
7 H -0.5881 0.4273 -2.6631  C1 1.162
8 H -1.9747 -0.2061 -1.4993  C1 1.118
9 H -0.0784 -2.2484 -0.1081  C3 1.092
10 H -1.1513 -1.2460 0.9271  C3 1.189
11 H -0.0501 1.7395 -1.3524  C4 1.203
12 H 1.1933 2.8653 1.0644  C5 1.105
13 H 0.5276 2.1707 3.1335  C6 1.176
14 H -0.4161 0.5803 2.2399  C6 1.163
15 F -0.5124 -1.3100 -2.3324  C1 1.369
16 F 0.8042 -1.2849 1.3786  C3 1.278

Results
**Frontier orbital gap**: 10.005 eV
**SMILES string**: C=CC=C(CF)CF



What are the relative energies? In hartree: a 0.0000; b 0.0315.